[1]
{"formula": "C18H24N2O2S", "method": "the ωB97M-V functional and the def2-TZVPD basis", "largest_force_ha_per_bohr": 0.3763, "de_lowest_kcal_mol": 430.8, "gap_ev": 8.617, "homo_energy_ev": -8.306, "e_tot_ha": -1357.86021, "e_lumo_ev": 0.311, "species": ["C", "C", "C", "O", "C", "C", "C", "C", "C", "C", "H", "H", "C", "O", "N", "H", "C", "H", "H", "C", "C", "C", "C", "C", "S", "H", "H", "H", "N", "C", "H", "H", "H", "C", "H", "H", "H", "H", "H", "H", "H", "H", "H", "H", "H", "H", "H"], "coordinates": [[-3.007, -5.499, 0.836], [-4.070, -5.272, 1.919], [-3.436, -4.372, 2.934], [-3.382, -2.899, 2.422], [-2.386, -2.359, 1.759], [-0.983, -2.949, 1.838], [0.124, -2.248, 1.352], [0.032, -1.172, 0.579], [-1.171, -0.488, 0.642], [-2.336, -1.116, 1.335], [-3.037, -0.671, 1.326], [-1.214, 0.494, 0.171], [1.063, -0.503, 0.011], [2.195, -1.284, -0.426], [1.311, 0.777, 0.077], [0.657, 1.423, 0.707], [2.264, 1.620, -0.379], [3.141, 0.901, -0.730], [2.879, 2.083, 0.212], [1.929, 2.335, -1.603], [0.786, 3.323, -1.384], [0.797, 4.039, -0.018], [-0.360, 4.814, -0.087], [-0.978, 4.952, -1.195], [-0.317, 3.654, -2.695], [-1.973, 5.388, -1.596], [-0.928, 5.545, 0.753], [1.336, 3.683, 0.734], [2.880, 3.075, -2.447], [3.633, 3.945, -1.747], [4.492, 3.391, -1.242], [2.977, 4.585, -1.351], [4.191, 4.505, -2.550], [3.533, 2.131, -3.322], [4.157, 2.695, -4.044], [4.512, 1.333, -2.692], [2.919, 1.291, -3.989], [1.454, 1.622, -2.097], [1.133, -2.951, 1.158], [-0.641, -4.003, 2.216], [-4.186, -4.096, 3.928], [-2.275, -4.418, 3.455], [-4.261, -5.965, 2.368], [-4.978, -4.583, 1.461], [-3.401, -6.126, -0.090], [-2.249, -6.057, 1.192], [-2.827, -4.574, 0.296]]}

[2]
{"formula": "C3H6F2O2", "method": "the ωB97M-V functional and the def2-TZVPD basis", "largest_force_ha_per_bohr": 0.1311, "de_lowest_kcal_mol": 68.9, "gap_ev": 10.174, "homo_energy_ev": -9.369, "e_tot_ha": -468.02139, "e_lumo_ev": 0.805, "species": ["C", "C", "C", "O", "O", "F", "F", "H", "H", "H", "H", "H", "H"], "coordinates": [[1.725, 0.012, 0.003], [-2.039, 0.237, 0.793], [-0.525, -0.481, -0.184], [-0.759, -0.529, -1.508], [0.369, 0.376, 0.278], [-3.052, 0.169, -0.126], [-0.323, -1.748, 0.352], [1.833, 0.190, -1.109], [2.037, -1.051, 0.494], [2.225, 0.718, 0.481], [-1.847, 1.311, 0.774], [-2.322, -0.476, 1.524], [-1.398, -1.094, -1.974]]}

[3]
{"formula": "C23H48N3O9S", "method": "the ωB97M-V functional and the def2-TZVPD basis", "largest_force_ha_per_bohr": 0.0908, "gap_ev": 5.714, "homo_energy_ev": -10.714, "e_tot_ha": -2144.30623, "total_charge": 1, "e_lumo_ev": -5.000, "species": ["C", "C", "N", "C", "C", "N", "N", "C", "C", "C", "C", "C", "C", "C", "S", "O", "O", "O", "H", "H", "H", "H", "H", "H", "H", "H", "H", "H", "H", "H", "H", "H", "H", "H", "H", "H", "C", "O", "C", "C", "O", "C", "H", "H", "H", "H", "H", "H", "H", "H", "H", "H", "C", "O", "C", "C", "O", "C", "H", "H", "H", "H", "H", "H", "H", "H", "H", "H", "C", "O", "C", "C", "O", "C", "H", "H", "H", "H", "H", "H", "H", "H", "H", "H"], "coordinates": [[0.667, -2.026, 4.813], [-0.895, -1.904, 4.787], [-1.586, -2.954, 4.988], [-1.459, -0.463, 4.549], [-2.685, -0.446, 3.566], [-3.804, 0.005, 4.106], [-4.862, -0.006, 3.320], [-4.775, -0.452, 2.061], [-3.621, -0.925, 1.355], [-2.402, -0.933, 2.198], [-1.035, -1.413, 1.671], [-0.959, -1.036, 0.131], [0.486, -1.291, -0.442], [0.902, -0.168, -1.483], [1.941, 1.097, -0.674], [1.557, 2.414, -1.149], [3.319, 0.803, -1.038], [1.816, 1.087, 0.972], [1.125, -1.681, 3.849], [1.063, -1.437, 5.684], [0.952, -3.088, 5.026], [-2.581, -2.681, 4.968], [-1.734, -0.009, 5.534], [-0.660, 0.135, 4.036], [-5.754, 0.330, 3.691], [-5.733, -0.457, 1.483], [-3.622, -1.275, 0.306], [-0.999, -2.528, 1.822], [-0.193, -0.992, 2.264], [-1.688, -1.724, -0.374], [-1.285, 0.031, 0.025], [0.557, -2.281, -0.954], [1.179, -1.299, 0.437], [1.510, -0.661, -2.275], [-0.005, 0.307, -1.918], [2.504, 1.671, 1.358], [-7.490, -0.999, -1.928], [-6.539, -0.057, -1.444], [-5.527, 0.238, -2.406], [-5.807, 1.545, -3.131], [-6.980, 1.458, -3.924], [-8.116, 2.038, -3.295], [-8.367, -0.955, -1.282], [-7.799, -0.783, -2.952], [-7.068, -2.008, -1.878], [-5.419, -0.588, -3.116], [-4.584, 0.337, -1.856], [-4.976, 1.751, -3.811], [-5.877, 2.379, -2.424], [-8.069, 3.127, -3.384], [-8.188, 1.760, -2.241], [-9.006, 1.682, -3.812], [2.698, -1.712, -7.556], [4.000, -1.492, -7.035], [3.997, -0.647, -5.889], [4.093, -1.452, -4.604], [2.932, -2.259, -4.404], [3.136, -3.612, -4.787], [2.744, -2.573, -8.224], [1.968, -1.918, -6.769], [2.379, -0.838, -8.132], [3.111, -0.005, -5.885], [4.879, -0.005, -5.967], [4.146, -0.758, -3.759], [4.999, -2.064, -4.591], [3.702, -4.134, -4.009], [3.662, -3.694, -5.740], [2.158, -4.086, -4.886], [4.413, 4.180, 3.153], [4.407, 2.757, 3.168], [5.702, 2.207, 2.918], [6.387, 1.787, 4.207], [6.675, 2.906, 5.035], [5.725, 3.078, 6.076], [3.494, 4.526, 3.627], [5.264, 4.594, 3.697], [4.430, 4.538, 2.119], [6.319, 2.915, 2.358], [5.555, 1.320, 2.293], [7.345, 1.321, 3.957], [5.787, 1.048, 4.749], [5.926, 2.362, 6.879], [4.699, 2.952, 5.722], [5.836, 4.087, 6.471]]}

[4]
{"formula": "C13H25N2S2", "method": "the ωB97M-V functional and the def2-TZVPD basis", "largest_force_ha_per_bohr": 0.0460, "de_lowest_kcal_mol": 21.4, "gap_ev": 8.842, "homo_energy_ev": -11.219, "e_tot_ha": -1415.93972, "total_charge": 1, "e_lumo_ev": -2.377, "species": ["C", "C", "C", "N", "C", "C", "C", "C", "C", "N", "C", "H", "H", "H", "H", "H", "H", "H", "H", "H", "H", "H", "H", "H", "H", "H", "H", "H", "H", "C", "C", "S", "C", "S", "C", "H", "H", "H", "H", "H", "H", "H"], "coordinates": [[2.845, -2.397, 1.384], [3.908, -1.371, 0.912], [3.347, -0.741, -0.362], [1.917, -1.044, -0.313], [1.235, -0.863, -1.556], [-0.293, -0.941, -1.465], [-0.838, -1.061, -2.877], [-2.151, -0.296, -2.977], [-2.166, 0.718, -1.845], [-0.974, 0.380, -0.968], [1.684, -2.300, 0.395], [3.234, -3.414, 1.403], [2.474, -2.139, 2.376], [4.037, -0.598, 1.671], [4.868, -1.847, 0.726], [3.498, 0.345, -0.421], [3.832, -1.180, -1.253], [1.525, 0.115, -1.985], [1.616, -1.602, -2.311], [-0.642, -1.682, -0.737], [-0.097, -0.592, -3.519], [-0.905, -2.104, -3.191], [-2.243, 0.234, -3.929], [-3.001, -0.972, -2.860], [-2.112, 1.772, -2.181], [-3.079, 0.644, -1.242], [-0.284, 1.119, -1.117], [1.678, -3.161, -0.303], [0.698, -2.268, 0.878], [-1.842, 3.019, 2.826], [-1.062, 1.741, 3.121], [-0.149, 0.934, 1.737], [-1.386, 0.659, 0.426], [-1.834, 2.406, 0.251], [-2.833, 2.766, 1.683], [-2.379, 3.367, 3.710], [-1.143, 3.818, 2.537], [-0.245, 1.957, 3.825], [-1.736, 0.981, 3.550], [-2.106, -0.119, 0.737], [-3.596, 2.013, 1.928], [-3.302, 3.700, 1.339]]}